# 1
32
Properties=species:S:1:pos:R:3:forces:R:3:nbo_charge:R:1 method="wB97M-V/def2-TZVPD" spin_multiplicity=1 homo_lumo_gap_ev=9.39 de_lowest_kj_mol=106.6 smiles="C=C(F)COc1ccc(Cl)cc1[C@H]1C[C@@H]1CN" homo_ev=-8.666 e_lumo_ha=0.027
F 3.7753 -1.8239 2.2024 -0.26 -0.27 -0.09 -0.32
Cl -1.6484 -3.9059 -1.1634 -0.75 -0.76 -0.76 0.04
O 1.4232 0.5114 1.2897 1.35 -1.00 -0.81 -0.53
C 3.7608 0.0575 3.6278 -0.59 -1.57 -1.86 -0.47
C 3.4349 -0.5616 2.4539 0.63 3.75 1.22 0.37
C 0.1451 -2.9545 0.5565 -0.83 2.37 -2.11 -0.23
C 0.8449 -1.8447 1.0510 0.06 -1.43 -0.03 -0.20
C -0.7762 -1.3147 -0.9908 -1.50 -1.34 0.58 -0.21
C -0.7057 -2.6734 -0.5121 1.22 2.97 0.64 -0.07
C 0.7112 -0.5436 0.6218 1.23 0.84 1.54 0.27
C -0.1691 -0.2206 -0.3848 -0.30 -0.04 -0.53 -0.04
N -1.2352 4.5382 0.8324 -1.56 1.91 2.41 -0.84
C 2.9198 0.3406 1.3067 -1.39 -2.43 -0.70 -0.14
C -0.4711 3.6404 0.0719 1.67 -2.15 0.33 -0.20
C -1.5217 1.7599 -1.5553 4.33 2.27 0.95 -0.40
C -0.2954 1.2025 -0.8627 -1.15 -0.55 0.75 -0.24
C -1.1756 2.2898 -0.1978 1.61 0.15 -0.21 -0.20
H 3.5532 1.1318 3.7589 0.14 -0.89 0.03 0.22
H 4.2073 -0.5816 4.3800 0.00 0.43 0.32 0.22
H 0.2139 -3.9798 0.7741 0.62 -0.93 1.08 0.23
H 1.5838 -2.1023 1.7491 0.77 0.10 1.15 0.21
H -1.5454 -1.1158 -1.7176 0.04 0.02 -0.50 0.21
H -1.7116 4.0564 1.6392 0.91 0.93 -1.06 0.36
H -0.6638 5.3601 1.1924 -1.12 -1.68 -0.55 0.37
H 3.2451 -0.0610 0.3206 -0.36 -0.06 0.57 0.20
H 3.4342 1.2750 1.3811 -0.46 0.86 0.39 0.21
H -0.2577 4.0947 -0.8838 0.57 0.13 -0.33 0.19
H 0.4761 3.3813 0.6700 -0.74 0.15 -1.31 0.16
H -2.2804 1.1492 -1.6753 -3.82 -2.70 -0.54 0.21
H -1.2138 2.3414 -2.3888 -0.33 0.64 -0.68 0.21
H 0.6622 1.4831 -1.2488 0.32 0.80 -0.13 0.22
H -1.7863 2.0038 0.6355 -0.30 -0.51 0.22 0.21

=====

# 2
34
Properties=species:S:1:pos:R:3:forces:R:3:mulliken_spin:R:1 method="wB97M-V/def2-TZVPD" spin_multiplicity=4 homo_lumo_gap_ev="9.25 / 6.20" total_charge=+2 homo_ev="-15.999 / -16.451" e_lumo_ha="-0.248 / -0.377"
Cl -1.7039 -0.4719 -2.8819 -0.07 -0.79 -0.63 0.75
C 1.2829 1.7304 -0.2878 0.53 1.49 -0.36 0.01
C 0.5017 2.0209 0.8967 -0.16 1.14 0.15 -0.01
C -0.8690 2.1387 0.5061 0.32 0.47 -0.42 0.08
H 0.8888 2.1922 1.8987 -0.04 -0.10 -0.28 0.00
C -0.9571 1.9298 -0.9162 0.28 0.64 -0.06 0.25
C 0.3756 1.6647 -1.4005 -0.22 1.59 -0.31 -0.12
H 0.6188 1.5414 -2.4484 0.11 -0.08 0.13 0.00
H 2.3687 1.7060 -0.3499 -0.29 -0.11 0.06 0.00
H -1.7203 2.3627 1.1447 0.22 -0.16 -0.03 0.01
C -2.2016 1.9066 -1.7174 -0.32 0.35 0.64 0.24
Re -0.0403 0.1194 -0.0073 -1.20 -3.87 1.85 1.48
C 1.4049 -0.5817 1.1104 3.95 -2.36 3.55 0.00
C 0.8027 -0.9601 -1.4027 2.40 -3.83 -3.76 0.04
O 2.2799 -1.0140 1.7513 -3.39 1.87 -2.57 0.04
O 1.3640 -1.6293 -2.1740 -2.03 2.74 2.79 0.10
H -3.0454 1.6138 -1.0900 -0.05 -0.03 -0.28 -0.01
H -2.0719 1.0842 -2.5342 -0.35 0.78 0.06 -0.01
H -2.4205 2.8528 -2.2161 0.13 -0.11 -0.23 0.02
C -2.8228 -1.7044 4.4101 -0.14 0.09 0.37 0.00
C -2.3796 -1.7907 3.0018 -0.12 -0.28 -0.16 0.06
C -2.6263 -2.7490 2.0208 0.24 0.02 -0.59 0.02
C -1.9570 -2.3451 0.8566 -0.50 0.10 1.48 -0.04
N -1.3337 -1.1729 1.1348 0.72 1.20 -0.91 0.05
N -1.6008 -0.8636 2.4368 0.06 0.05 0.33 0.01
C -1.8868 -3.0313 -0.4463 0.00 -0.21 -0.61 0.03
H -3.9186 -1.7034 4.4648 0.24 -0.06 -0.02 0.00
H -2.4548 -2.5701 4.9754 -0.11 0.17 -0.14 0.01
H -2.4569 -0.7936 4.8977 -0.06 -0.19 -0.10 0.00
H -3.2190 -3.6417 2.1250 0.00 -0.01 0.07 0.00
H -1.2603 -0.0165 2.8962 -0.10 -0.51 -0.46 0.00
H -0.8922 -3.4656 -0.6356 -0.27 0.08 0.17 0.00
H -2.6186 -3.8505 -0.4500 0.28 0.26 -0.12 0.00
H -2.1115 -2.3429 -1.2770 -0.04 -0.35 0.39 -0.02

=====

# 3
37
Properties=species:S:1:pos:R:3:forces:R:3:mulliken_spin:R:1 method="wB97M-V/def2-TZVPD" spin_multiplicity=2 homo_lumo_gap_ev="7.47 / 7.30" total_charge=-1 de_lowest_kj_mol=12.8 homo_ev="-4.689 / -4.523" e_lumo_ha="0.102 / 0.102"
Co 0.9351 0.7460 1.4869 0.31 -0.42 0.30 1.00
N 1.8772 2.3256 0.5738 0.05 0.11 -0.07 0.01
C 0.9146 3.4474 0.6585 -0.01 -0.03 0.02 0.00
C 0.1334 3.3636 1.9784 -0.07 -0.06 -0.07 0.00
O -0.3044 4.3924 2.5086 -0.03 0.06 0.04 0.00
N 0.0092 2.1068 2.3648 0.16 0.12 0.03 -0.02
C -0.5894 1.7218 3.6167 -0.07 0.02 0.03 0.00
C -0.1080 0.3098 3.9845 -0.17 -0.11 -0.09 0.00
O -0.4383 -0.1849 5.0534 0.05 0.05 0.06 0.00
O 0.6054 -0.2898 3.0795 -0.17 0.16 -0.03 -0.02
H 2.6943 2.5183 1.1427 0.01 0.07 -0.05 0.00
H 2.1914 2.1780 -0.3780 -0.06 -0.06 0.00 0.00
H 0.2033 3.3174 -0.1583 0.00 0.03 0.01 0.00
H 1.3836 4.4298 0.5717 0.00 -0.03 0.02 0.00
H -1.6838 1.6835 3.5512 0.02 0.00 0.01 0.00
H -0.3553 2.4211 4.4236 0.04 -0.03 0.00 0.00
C -3.4218 -0.6422 -3.7657 0.01 0.00 0.02 0.00
O -2.5781 -1.7613 -3.5928 0.12 0.01 0.10 0.00
C -1.5843 -1.6510 -2.6591 -0.09 -0.07 -0.13 0.00
C -0.7780 -2.8070 -2.5186 0.02 0.10 0.07 0.00
C 0.2410 -2.7756 -1.6142 -0.05 -0.05 -0.06 0.00
C 0.5381 -1.6538 -0.7973 0.07 -0.07 0.00 -0.01
C 1.6874 -1.6730 0.0669 0.14 0.01 0.02 -0.01
C 2.6316 -2.8592 0.1432 -0.05 0.01 0.06 0.00
O 2.0441 -0.7451 0.8175 -0.20 0.21 -0.18 0.00
C -0.3077 -0.4882 -0.9194 -0.11 0.12 -0.05 0.00
O -0.1985 0.5734 -0.2431 0.07 -0.12 -0.06 0.02
C -1.3570 -0.5397 -1.9040 0.00 0.00 0.03 0.01
H -4.1415 -0.9204 -4.5325 0.00 0.01 0.01 0.00
H -2.8560 0.2336 -4.0955 -0.01 0.00 0.01 0.00
H -3.9488 -0.3969 -2.8396 0.00 0.01 -0.02 0.00
H -0.9894 -3.6742 -3.1270 0.02 -0.03 0.01 0.00
H 0.8442 -3.6660 -1.5247 0.02 -0.02 0.02 0.00
H 2.4416 -3.6856 -0.5301 -0.03 0.01 -0.06 0.00
H 2.5848 -3.2192 1.1718 0.02 -0.03 -0.01 0.00
H 3.6426 -2.4867 -0.0214 -0.01 0.01 0.00 0.00
H -1.9626 0.3513 -1.9726 -0.02 0.01 -0.02 0.00

=====

# 4
31
Properties=species:S:1:pos:R:3:forces:R:3:nbo_charge:R:1 method="wB97M-V/def2-TZVPD" spin_multiplicity=1 homo_lumo_gap_ev=9.33 de_lowest_kj_mol=0.0 smiles="Fc1ccc2c(c1)C[C@H](C[C@H]1CNC=N1)C2" homo_ev=-8.565 e_lumo_ha=0.028
F -5.1636 -0.9224 -2.8301 1.01 -0.25 0.32 -0.33
N 2.6783 1.6272 2.5366 2.37 -0.13 0.59 -0.48
C 3.9496 1.2865 2.4160 -4.60 -0.29 -0.89 0.25
C -2.8792 -1.7391 -2.8642 -1.03 -0.37 -0.66 -0.29
C -1.5783 -1.7120 -2.3679 0.48 -0.31 -0.50 -0.18
C -3.5431 0.0118 -1.3539 -1.13 -0.53 -0.18 -0.27
C -3.8874 -0.9194 -2.3342 1.12 0.36 -0.20 0.40
C -1.2631 -0.8347 -1.3578 -0.72 0.22 0.37 -0.03
C -2.2551 0.0168 -0.8718 0.42 0.41 0.76 0.01
N 4.0844 0.1083 1.7135 2.74 -0.51 -0.10 -0.62
C 0.0258 -0.6019 -0.6330 -0.12 -0.07 -0.52 -0.43
C -1.6893 0.8998 0.2351 -0.37 0.02 -0.15 -0.42
C 2.8321 -0.2732 1.1001 0.09 -0.25 0.26 -0.24
C 0.7498 1.2230 1.0603 -0.36 -1.24 -0.09 -0.37
C 1.8626 0.5621 1.9022 -0.41 1.79 -0.72 -0.09
C -0.3454 0.2096 0.5816 0.17 1.68 0.57 -0.20
H 4.7798 1.8548 2.7867 0.24 0.08 0.11 0.20
H -3.1171 -2.4010 -3.7022 -0.03 0.18 0.36 0.23
H -0.7824 -2.3486 -2.8066 -0.78 0.33 0.26 0.22
H -4.3367 0.6318 -0.9434 0.24 0.09 -0.03 0.23
H 4.9535 0.0020 1.1779 -0.68 -0.14 0.39 0.38
H 0.6578 -0.0055 -1.2824 0.48 0.01 -0.15 0.21
H 0.5171 -1.5201 -0.3657 0.43 -0.43 -0.07 0.22
H -2.3440 0.9738 1.1220 0.19 -0.13 -0.39 0.22
H -1.5763 1.9318 -0.1251 0.21 -0.15 -0.04 0.21
H 2.8313 0.0313 0.0670 -0.10 0.02 -0.66 0.18
H 2.6150 -1.3441 1.1732 0.27 0.15 -0.04 0.20
H 1.1936 1.7424 0.2011 -0.11 -0.02 0.12 0.20
H 0.2564 1.9478 1.6874 -0.05 0.42 0.25 0.22
H 1.3674 -0.0060 2.6630 -0.14 -0.45 0.73 0.19
H -0.5935 -0.4330 1.4146 0.17 -0.48 0.29 0.20

=====

# 5
40
Properties=species:S:1:pos:R:3:forces:R:3:mulliken_spin:R:1 method="wB97M-V/def2-TZVPD" spin_multiplicity=3 homo_lumo_gap_ev="5.89 / 5.96" de_lowest_kj_mol=4.8 homo_ev="-7.103 / -7.450" e_lumo_ha="-0.045 / -0.055"
Mo 1.7196 2.1156 -1.2768 -0.98 -0.69 -0.13 1.95
S 1.3077 4.0327 0.0184 -0.15 -0.06 0.14 0.01
Sb 3.5854 5.0159 -0.2129 -0.19 -0.18 -0.24 0.09
S 2.0067 3.5276 -3.2468 1.19 -0.28 0.73 -0.02
S 3.7462 3.1372 -2.0966 -0.38 0.38 -0.49 -0.03
S 5.0346 4.0334 1.2200 -0.32 -0.33 0.02 0.03
C -2.5201 0.6798 -0.2231 -1.48 -1.41 0.40 0.00
N -1.7965 0.7946 -1.4762 2.19 0.08 -1.07 0.01
C -2.6912 1.1947 -2.5365 0.05 0.86 0.65 0.00
C -0.4252 0.7528 -1.6796 -1.22 0.36 0.75 -0.11
N 0.3258 1.1280 -2.7240 0.60 0.03 1.28 0.01
N 0.9374 0.1660 1.6494 1.74 0.69 0.79 0.01
C 2.1123 0.8582 1.6383 1.07 -1.08 1.64 0.00
N 2.8081 0.9338 2.8927 -2.19 -0.35 -1.44 0.00
N 2.6554 1.3239 0.5617 -0.09 0.93 0.07 -0.01
H -2.8803 1.6368 0.1912 0.39 -0.18 -0.35 0.00
H -2.1670 0.0302 0.5928 0.70 0.78 -0.63 0.00
H -3.4079 0.0650 -0.4990 0.06 0.70 0.15 0.00
H -3.3201 0.3779 -2.7859 -0.63 -0.78 -0.56 0.00
H -2.2613 1.6617 -3.4040 0.68 -0.23 -0.29 0.00
H -3.2954 1.9644 -2.0966 -0.73 0.50 0.00 0.00
H 0.0612 1.5314 -3.6161 -0.74 -0.19 0.39 0.00
H 0.6254 -0.1671 2.5236 -0.01 -0.07 0.74 0.00
H 3.6442 1.4410 2.8231 1.21 0.90 -0.08 0.00
H 2.8887 0.1594 3.5401 -0.46 -0.05 -0.50 0.00
H 3.4702 1.8571 0.8563 0.56 0.08 -0.42 0.01
N -2.4952 -6.4257 0.8804 1.90 2.11 0.12 0.01
C -1.8139 -5.4699 0.9119 -2.05 -2.82 0.30 0.00
C -1.2045 -4.1902 0.8742 -0.37 1.65 1.07 0.02
C -0.7899 -3.4637 2.0167 -0.64 -2.24 -0.83 -0.01
C -0.3836 -2.1762 1.8321 0.31 0.82 1.09 0.03
C -0.4307 -1.5007 0.6196 -0.29 -1.35 -1.38 0.00
C -0.9629 -2.2196 -0.5172 1.30 0.99 1.77 0.03
C -1.3442 -3.5119 -0.3363 -0.08 -1.38 -0.19 -0.01
C 0.2534 -0.2098 0.5152 0.10 -0.02 0.02 0.10
C 0.4115 0.5856 -0.5203 -0.74 0.57 -1.83 -0.09
H -0.8074 -3.9739 2.9882 0.23 0.45 -0.40 0.00
H 0.0275 -1.6938 2.7245 -0.34 -0.30 -0.37 0.00
H -0.8854 -1.8447 -1.5098 -0.24 0.57 -0.47 0.00
H -1.7385 -4.1574 -1.1130 0.09 0.53 -0.46 0.00

=====

# 6
29
Properties=species:S:1:pos:R:3:forces:R:3:nbo_charge:R:1 method="wB97M-V/def2-TZVPD" spin_multiplicity=1 homo_lumo_gap_ev="7.75 / 7.98" de_lowest_kj_mol=607.2 homo_ev="-8.707 / -8.049" e_lumo_ha="-0.035 / -0.003"
C 1.0034 1.2933 0.6746 -1.14 2.10 0.86 0.23
C -3.9908 -0.1254 0.0809 -1.57 0.37 1.38 -0.22
C -3.4348 -0.1116 -1.2223 -0.63 -1.73 2.13 -0.22
C -3.2781 0.0891 1.2851 -0.14 1.91 -0.18 -0.21
C -2.0632 -0.0416 -1.2988 0.63 1.00 1.18 -0.31
C -1.9178 0.3925 1.1147 0.47 -1.07 1.40 -0.34
C -1.3710 0.2415 -0.1049 -0.46 -0.42 -2.26 0.18
C 0.9956 1.8607 -2.3504 0.29 -1.52 -0.67 -0.33
C 1.5189 0.7336 -1.8287 -0.01 0.00 2.27 -0.23
C 3.2864 -0.3084 1.1201 -1.12 0.66 1.88 -0.60
C 1.2277 -1.8035 1.0461 -1.15 -1.12 -1.59 -0.60
C 2.0753 -0.7698 0.2707 0.04 0.01 0.91 -0.27
C 1.5214 0.4604 -0.3553 -1.47 -0.02 -0.99 -0.01
N 0.5547 1.9294 1.5566 1.39 -1.14 -1.60 -0.34
H -5.0819 -0.2525 0.2295 0.68 -0.04 -0.50 0.21
H -4.0445 -0.5376 -2.0188 0.14 0.72 -0.15 0.22
H -3.6830 0.3868 2.3407 0.18 -1.26 -2.27 0.23
H -1.6285 -0.1087 -2.2625 0.84 -0.14 -0.62 0.22
H -1.2723 0.5461 1.9856 -0.32 0.32 -0.30 0.25
H 0.8396 1.9402 -3.4164 0.28 0.26 -0.04 0.20
H 0.5849 2.5815 -1.7117 -0.56 1.07 0.72 0.20
H 1.9556 -0.0415 -2.4616 -0.21 0.11 0.25 0.22
H 3.4184 0.7987 1.0182 0.59 -1.13 -0.13 0.23
H 3.1299 -0.4677 2.2347 -0.03 0.10 -1.28 0.22
H 4.0888 -0.9441 0.8297 1.16 0.12 -0.13 0.22
H 0.3655 -2.3545 0.5041 1.31 1.38 0.34 0.22
H 1.8895 -2.6239 1.2939 0.40 -0.11 0.20 0.21
H 0.8171 -1.4588 1.9594 -0.36 0.72 0.91 0.21
H 2.4932 -1.3041 -0.5132 0.78 -1.18 -1.72 0.20

=====

# 7
32
Properties=species:S:1:pos:R:3:forces:R:3:nbo_charge:R:1 method="wB97M-V/def2-TZVPD" spin_multiplicity=1 homo_lumo_gap_ev=9.54 de_lowest_kj_mol=148.0 smiles="C=CC/N=C(/NC#N)SCCc1ccccc1" homo_ev=-8.898 e_lumo_ha=0.024
C -3.1152 -1.1287 1.3527 -0.01 -0.11 0.10 -0.41
C -3.5965 -0.5318 0.2790 -0.03 0.18 -0.15 -0.18
C -3.2475 0.8624 -0.1590 -0.10 0.04 -0.26 -0.28
N -2.1083 1.3986 0.5207 0.10 0.15 0.66 -0.48
C -0.9925 1.5669 -0.0211 -0.37 -0.58 -1.28 0.33
N -0.0026 2.2022 0.6906 -0.18 0.40 1.06 -0.66
C 1.2038 2.4920 0.2345 0.18 -0.02 -0.10 0.43
N 2.2549 2.7686 -0.1260 0.71 0.31 -0.21 -0.34
H -0.2513 2.5280 1.6175 -0.05 -0.04 -0.15 0.43
S -0.4654 1.1518 -1.7082 -0.28 -0.02 0.12 0.18
C -0.6663 -0.6712 -1.7329 -0.14 0.36 0.26 -0.49
H -1.7249 -0.9146 -1.8178 0.05 -0.08 -0.08 0.22
C -0.0539 -1.3780 -0.5297 0.07 -0.02 -0.04 -0.45
C 1.3328 -0.9067 -0.1800 -0.05 -0.09 0.08 -0.05
C 1.6323 -0.5419 1.1261 -0.03 -0.11 -0.04 -0.22
C 2.9008 -0.1072 1.4664 0.10 -0.01 0.07 -0.20
C 3.8860 -0.0226 0.4995 0.07 -0.03 0.08 -0.20
C 3.5978 -0.3842 -0.8046 0.06 -0.05 -0.08 -0.21
C 2.3327 -0.8289 -1.1409 0.01 -0.01 0.08 -0.16
H 2.1221 -1.1141 -2.1614 -0.02 -0.02 -0.14 0.19
H 4.3612 -0.3184 -1.5652 0.07 0.02 -0.06 0.21
H 4.8727 0.3280 0.7602 0.08 0.05 0.01 0.21
H 3.1168 0.1730 2.4872 0.03 0.03 0.08 0.21
H 0.8626 -0.6017 1.8849 -0.08 -0.01 0.04 0.21
H -0.0290 -2.4487 -0.7603 -0.09 0.00 0.07 0.23
H -0.7103 -1.2449 0.3335 0.06 -0.07 -0.10 0.23
H -0.1639 -0.9489 -2.6589 -0.04 0.00 -0.04 0.23
H -3.1209 0.8908 -1.2521 -0.05 0.00 0.10 0.20
H -4.0911 1.5179 0.0949 0.00 -0.10 -0.18 0.22
H -4.3124 -1.0302 -0.3614 -0.11 -0.13 0.00 0.20
H -3.4042 -2.1291 1.6250 -0.12 -0.19 0.00 0.20
H -2.4204 -0.6284 2.0068 0.16 0.12 0.07 0.20